No. 1
Computed, not measured: the molecule C11H19NOSi, with ωB97M-V/def2-TZVPD.

Last column: natural (NBO) charge in e.
Positions of all 33 atoms, in Å:
C (-3.749, 0.708, -0.956)  -1.1272
Si (-1.901, 0.837, -1.153)  1.1635
C (-1.071, -0.872, -1.779)  -0.5024
C (-1.729, -1.082, -3.188)  -0.6028
C (-1.474, -1.816, -0.792)  0.2715
N (-1.816, -2.505, 0.043)  -0.3278
C (0.488, -0.583, -1.816)  0.0674
O (1.203, -1.604, -2.413)  -0.6936
C (0.964, -0.195, -0.507)  -0.1009
C (1.379, -0.032, 0.629)  0.0732
C (1.834, 0.367, 1.966)  -0.1585
C (3.269, -0.215, 2.235)  -0.5950
C (1.828, 1.887, 2.161)  -0.5869
C (0.868, -0.238, 2.948)  -0.5874
H (-4.091, 1.010, 0.032)  0.2518
H (-4.341, 1.257, -1.657)  0.2525
H (-4.081, -0.351, -1.052)  0.2528
H (-1.276, 1.609, -0.143)  -0.1673
H (-1.739, 1.745, -2.432)  -0.1847
H (-1.566, -2.134, -3.568)  0.2359
H (-2.837, -0.845, -3.179)  0.2216
H (-1.288, -0.393, -3.907)  0.2278
H (0.630, 0.389, -2.380)  0.1864
H (2.174, -1.416, -2.286)  0.4852
H (3.414, -1.310, 2.040)  0.2245
H (4.101, 0.260, 1.679)  0.2125
H (3.504, 0.032, 3.302)  0.2088
H (2.526, 2.350, 1.469)  0.2164
H (0.772, 2.296, 2.042)  0.2201
H (2.197, 2.179, 3.219)  0.2123
H (-0.120, 0.000, 2.603)  0.2173
H (0.879, -1.390, 2.869)  0.2201
H (1.048, 0.055, 3.970)  0.2127

Values from the calculation:
* total charge: 0
* orbital gap: 10.382 eV
* SMILES string: C[SiH2][C@](C)(C#N)[C@H](O)C#CC(C)(C)C
* relative energy (zero: lowest compared OMol25 entry of this formula, charge and spin): 87.17 kcal per mole
* E_tot: -849.9220 hartree
* LUMO level: 0.604 eV
* highest occupied orbital energy: -9.8 eV

No. 2
Computed, not measured: a cluster of 2 separate species, C11H19NP in total, with ωB97M-V/def2-TZVPD.

Last column: natural (NBO) charge in e.
Positions of all 32 atoms, in Å:
C (3.797, -0.564, -1.697)  -0.1582
C (3.778, 0.357, -0.659)  -0.2219
C (2.797, -1.521, -1.794)  -0.2123
C (2.777, 0.321, 0.290)  -0.1239
C (1.794, -1.566, -0.849)  -0.1807
C (1.771, -0.651, 0.216)  -0.4624
C (-0.289, 0.449, 3.740)  -0.6088
C (-2.182, -1.011, -1.440)  -0.4169
C (-3.575, 0.957, -1.757)  -0.4188
C (0.780, 0.439, 2.652)  -0.7676
C (-1.757, 0.959, -0.115)  -0.3152
N (-2.780, 0.167, -0.786)  -0.3859
P (0.448, -0.882, 1.405)  0.7977
H (4.594, -0.540, -2.424)  0.2296
H (4.555, 1.103, -0.588)  0.2290
H (2.805, -2.234, -2.606)  0.2281
H (2.790, 1.049, 1.088)  0.2102
H (1.021, -2.319, -0.913)  0.2128
H (-1.286, 0.472, 3.301)  0.2006
H (-0.212, -0.433, 4.373)  0.2208
H (-0.173, 1.330, 4.368)  0.2288
H (-1.618, -1.581, -0.702)  0.2475
H (-2.955, -1.640, -1.877)  0.2283
H (-1.501, -0.681, -2.221)  0.2299
H (-2.905, 1.392, -2.497)  0.2325
H (-4.301, 0.328, -2.266)  0.2325
H (-4.096, 1.759, -1.243)  0.2374
H (1.765, 0.272, 3.100)  0.2472
H (0.794, 1.402, 2.135)  0.2340
H (-2.151, 1.627, 0.634)  0.1984
H (-1.065, 1.414, -0.804)  0.1931
H (-3.422, -0.172, -0.063)  0.4341

Values from the calculation:
* total charge: +1
* orbital gap (alpha / beta): 5.960 / 8.163 eV
* relative energy (zero: lowest compared OMol25 entry of this formula, charge and spin): 11.50 kcal per mole
* E_tot: -826.3028 hartree
* LUMO level (alpha / beta): -4.710 / -4.257 eV
* highest occupied orbital energy (alpha / beta): -10.7 / -12.4 eV

No. 3
Computed, not measured: the molecule C11H19PS, with ωB97M-V/def2-TZVPD.

Last column: natural (NBO) charge in e.
Positions of all 32 atoms, in Å:
C (3.082, -0.163, -1.201)  -0.2783
C (3.483, 0.755, -0.292)  -0.3009
C (1.406, -1.892, -0.894)  -0.4912
C (1.698, -0.498, -1.389)  -0.1434
C (0.661, -1.380, 0.294)  -0.2591
C (-1.453, -2.397, 1.040)  -0.5818
C (-1.892, 1.252, -1.379)  -0.6338
C (-1.299, 2.641, 0.616)  -0.5914
C (-1.374, 0.121, 0.868)  -0.3963
C (-0.900, -1.205, 0.298)  -0.2766
C (-1.077, 1.303, -0.105)  -0.2224
P (1.743, -0.780, 1.561)  0.5020
S (2.311, 1.274, 0.968)  -0.0995
H (3.934, -0.805, -1.672)  0.2280
H (4.415, 1.084, 0.050)  0.2214
H (0.844, -2.441, -1.696)  0.2178
H (2.477, -2.348, -0.793)  0.2395
H (1.018, 0.264, -1.435)  0.2128
H (-1.661, -3.324, 0.398)  0.2119
H (-0.812, -2.651, 1.797)  0.2059
H (-2.322, -2.013, 1.464)  0.2090
H (-2.907, 0.716, -1.308)  0.2056
H (-2.149, 2.348, -1.729)  0.2208
H (-1.253, 0.708, -2.134)  0.2092
H (-0.777, 2.733, 1.497)  0.2041
H (-0.930, 3.403, 0.097)  0.2060
H (-2.398, 2.661, 0.967)  0.1879
H (-0.995, 0.473, 1.764)  0.2053
H (-2.393, 0.192, 0.968)  0.2031
H (-1.353, -1.113, -0.633)  0.2186
H (0.059, 1.385, -0.417)  0.2119
H (0.814, -0.303, 2.428)  -0.0462

Values from the calculation:
* total charge: 0
* orbital gap (alpha / beta): 7.333 / 7.307 eV
* relative energy (zero: lowest compared OMol25 entry of this formula, charge and spin): 54.02 kcal per mole
* E_tot: -1169.8729 hartree
* LUMO level (alpha / beta): -0.240 / -0.262 eV
* highest occupied orbital energy (alpha / beta): -7.6 / -7.6 eV

No. 4
Computed, not measured: a cluster of 2 separate species, C11H20BBr2F2N2O3 in total, with ωB97M-V/def2-TZVPD.

Last column: natural (NBO) charge in e.
Positions of all 41 atoms, in Å:
C (3.985, 0.907, 1.705)  -0.6568
C (2.774, 0.301, 2.472)  -0.0503
O (1.642, 1.126, 2.501)  -0.5593
C (1.018, 1.280, 1.203)  -0.2813
B (-0.358, 0.403, 0.979)  0.1202
C (-1.401, 1.381, 0.128)  -0.6694
C (-0.756, 1.916, -1.151)  0.1508
N (-0.522, 3.141, -1.322)  -0.6822
C (-1.120, 0.028, 2.387)  -0.6447
C (-0.685, -1.307, 3.014)  0.0679
F (-0.518, -1.167, 4.412)  -0.4032
C (-0.128, -0.919, 0.009)  0.6156
O (-0.945, -1.359, -0.738)  -0.6286
N (1.200, -1.619, 0.026)  -0.7604
C (1.530, -2.229, -1.175)  0.9799
O (1.721, -3.376, -1.271)  -0.6033
F (1.646, -1.432, -2.208)  -0.3164
H (4.916, 0.875, 2.274)  0.1982
H (4.109, 0.323, 0.781)  0.2027
H (3.716, 1.913, 1.369)  0.2235
H (3.090, 0.189, 3.522)  0.1652
H (2.536, -0.719, 2.133)  0.1552
H (1.699, 1.073, 0.358)  0.1710
H (0.761, 2.348, 1.120)  0.1780
H (-1.784, 2.207, 0.747)  0.1944
H (-2.287, 0.813, -0.215)  0.2092
H (-0.509, 1.174, -1.937)  0.1621
H (-0.831, 3.657, -0.496)  0.3129
H (-0.924, 0.784, 3.160)  0.2347
H (-2.203, 0.047, 2.193)  0.1955
H (0.305, -1.585, 2.638)  0.1384
H (-1.434, -2.093, 2.871)  0.1517
H (1.118, -2.377, 0.699)  0.3968
Br (-0.705, 0.344, -3.905)  0.0153
C (-2.376, -0.480, -3.353)  -0.4666
C (-3.054, -1.179, -4.499)  -0.4290
Br (-3.927, 0.083, -5.704)  -0.0427
H (-2.984, 0.306, -2.912)  0.2325
H (-2.096, -1.194, -2.579)  0.2718
H (-3.854, -1.821, -4.134)  0.2217
H (-2.368, -1.765, -5.103)  0.2288

Values from the calculation:
* total charge: -1
* orbital gap: 7.893 eV
* E_tot: -6139.0398 hartree
* LUMO level: 2.515 eV
* highest occupied orbital energy: -5.4 eV

No. 5
Computed, not measured: a structure of composition C11H20CeErI2O4S2, with ωB97M-V/def2-TZVPD.

Last column: Mulliken spin population.
Positions of all 41 atoms, in Å:
I (-0.730, -3.994, -1.203)  -0.0036
I (-0.719, -3.197, -4.015)  -0.0033
Ce (-0.065, 0.474, -3.231)  1.0124
Er (-0.239, -0.425, -0.024)  3.0489
S (1.319, -1.204, -1.815)  -0.0264
S (-1.904, -0.773, -1.864)  -0.0238
C (1.786, 0.251, 1.478)  -0.0047
C (3.195, -0.675, -1.816)  -0.0006
C (-3.444, 0.395, -1.503)  -0.0031
C (3.652, -1.012, -3.238)  -0.0002
C (3.529, 0.752, -1.431)  0.0000
C (3.684, -1.692, -0.786)  -0.0013
C (-4.112, 0.240, -2.874)  -0.0015
C (-3.247, 1.845, -1.106)  0.0008
C (-4.101, -0.442, -0.404)  -0.0001
C (1.658, 1.827, -4.151)  -0.0018
C (-1.396, 2.320, -3.998)  -0.0033
O (2.637, 0.366, 2.278)  0.0011
O (2.514, 2.295, -4.790)  0.0058
O (-2.115, 3.037, -4.548)  0.0087
H (3.235, -0.291, -3.978)  -0.0002
H (3.278, -2.021, -3.512)  -0.0002
H (4.766, -0.993, -3.290)  -0.0001
H (3.147, 1.488, -2.156)  -0.0002
H (4.641, 0.829, -1.419)  0.0003
H (3.147, 1.003, -0.431)  -0.0006
H (3.266, -1.450, 0.220)  -0.0003
H (4.797, -1.703, -0.746)  0.0000
H (3.305, -2.702, -1.067)  0.0000
H (-5.159, 0.609, -2.804)  0.0001
H (-4.091, -0.836, -3.158)  0.0000
H (-3.543, 0.807, -3.649)  -0.0002
H (-4.267, 2.279, -0.979)  -0.0001
H (-2.717, 2.437, -1.874)  -0.0007
H (-2.723, 1.960, -0.143)  -0.0002
H (-5.153, -0.110, -0.243)  -0.0002
H (-3.530, -0.368, 0.554)  -0.0004
H (-4.082, -1.519, -0.701)  -0.0001
O (-1.532, 0.868, 1.509)  -0.0016
H (-1.094, 1.702, 1.919)  0.0001
H (-1.598, 0.275, 2.325)  0.0001

Values from the calculation:
* total charge: +4
* orbital gap (alpha / beta): 5.899 / 6.030 eV
* 2S+1: 5
* E_tot: -3612.3788 hartree
* LUMO level (alpha / beta): -15.244 / -15.112 eV
* highest occupied orbital energy (alpha / beta): -21.1 / -21.1 eV

No. 6
Computed, not measured: a structure of composition C11H20FeN3P2, with ωB97M-V/def2-TZVPD.

Last column: natural (NBO) charge in e.
Positions of all 37 atoms, in Å:
C (-0.460, 0.365, -1.649)  -0.2734
C (-1.238, 1.572, -1.582)  -0.3550
C (-0.377, 2.602, -1.111)  -0.2029
C (0.966, 2.136, -1.163)  -0.3833
C (0.917, 0.711, -1.375)  -0.2322
Fe (0.800, -1.657, 1.304)  0.4656
P (0.066, -3.515, 0.303)  -0.1060
H (-0.863, -0.623, -1.886)  0.2007
H (-2.306, 1.673, -1.749)  0.2079
H (-0.673, 3.632, -0.866)  0.2008
H (1.771, 0.036, -1.318)  0.2098
H (1.859, 2.744, -0.998)  0.2093
H (1.052, -4.100, -0.568)  0.0253
H (-1.022, -3.320, -0.609)  0.0151
H (-0.309, -4.685, 1.027)  0.0268
C (1.419, 0.683, 5.141)  -0.0665
N (1.195, 1.815, 4.218)  -0.4622
C (-0.181, 2.337, 4.360)  -0.0711
N (-1.207, 1.272, 4.232)  -0.4649
C (-0.915, 0.143, 5.138)  -0.0665
N (0.438, -0.398, 4.953)  -0.4655
C (0.608, -1.107, 3.693)  -0.5690
P (0.296, 0.150, 2.279)  0.5421
C (1.498, 1.443, 2.845)  -0.5148
C (-1.335, 0.818, 2.857)  -0.5191
H (1.323, 1.063, 6.170)  0.2049
H (2.426, 0.287, 4.956)  0.2026
H (-0.354, 3.087, 3.577)  0.2062
H (-0.274, 2.793, 5.357)  0.2048
H (-1.647, -0.650, 4.929)  0.1963
H (-1.006, 0.503, 6.173)  0.2058
H (1.642, -1.494, 3.654)  0.2425
H (-0.111, -1.942, 3.669)  0.2224
H (1.406, 2.303, 2.169)  0.2474
H (2.517, 1.031, 2.788)  0.2408
H (-2.099, 0.028, 2.799)  0.2294
H (-1.614, 1.640, 2.188)  0.2458

Values from the calculation:
* total charge: 0
* orbital gap (alpha / beta): 5.330 / 4.394 eV
* 2S+1: 6
* relative energy (zero: lowest compared OMol25 entry of this formula, charge and spin): 48.53 kcal per mole
* E_tot: -2541.5239 hartree
* LUMO level (alpha / beta): 0.341 / -1.683 eV
* highest occupied orbital energy (alpha / beta): -5.0 / -6.1 eV

No. 7
Computed, not measured: a structure of composition C11H20IrN4O5, with ωB97M-V/def2-TZVPD.

Last column: natural (NBO) charge in e.
Positions of all 41 atoms, in Å:
Ir (-0.087, 0.179, 0.094)  1.3153
N (-0.857, 1.678, 1.808)  -0.7724
C (0.059, 1.549, 2.943)  -0.3243
C (1.516, 1.413, 2.483)  0.6287
O (2.429, 1.939, 3.076)  -0.5431
N (1.643, 0.587, 1.409)  -0.5666
C (2.917, 0.224, 0.971)  -0.3957
C (2.928, 0.171, -0.680)  0.8147
O (3.989, 0.424, -1.164)  -0.5751
O (1.829, -0.173, -1.135)  -0.7633
H (-0.795, 2.621, 1.429)  0.4024
H (-1.811, 1.530, 2.122)  0.4049
H (-0.196, 0.640, 3.492)  0.2246
H (0.009, 2.397, 3.632)  0.2344
H (3.152, -0.824, 1.190)  0.2053
H (3.715, 0.883, 1.330)  0.2530
C (0.417, -2.409, 2.154)  -0.2618
O (-0.656, -1.734, 1.506)  -0.5517
C (-1.508, -2.585, 0.758)  -0.0924
C (-0.970, -2.861, -0.643)  -0.1019
O (-0.901, -1.626, -1.340)  -0.5698
C (-0.295, -1.778, -2.617)  -0.2542
H (0.029, -3.192, 2.814)  0.1984
H (0.936, -1.660, 2.748)  0.2166
H (1.120, -2.848, 1.442)  0.1892
H (-2.457, -2.049, 0.671)  0.2051
H (-1.666, -3.528, 1.290)  0.2146
H (-1.647, -3.545, -1.173)  0.2093
H (0.026, -3.319, -0.595)  0.1977
H (-0.901, -2.450, -3.231)  0.1902
H (0.718, -2.177, -2.526)  0.2119
H (-0.238, -0.794, -3.072)  0.2099
N (-2.046, 1.617, -2.092)  -0.3187
C (-2.190, 2.660, -2.924)  0.0045
C (-1.081, 3.459, -2.764)  -0.3125
C (-0.305, 2.810, -1.802)  0.0087
N (-0.904, 1.698, -1.400)  -0.3243
H (-2.666, 0.830, -1.976)  0.4307
H (-3.047, 2.771, -3.557)  0.2496
H (-0.857, 4.375, -3.265)  0.2620
H (0.648, 3.097, -1.405)  0.2464

Values from the calculation:
* total charge: +1
* orbital gap (alpha / beta): 5.793 / 5.813 eV
* relative energy (zero: lowest compared OMol25 entry of this formula, charge and spin): 109.98 kcal per mole
* E_tot: -1130.3280 hartree
* LUMO level (alpha / beta): -5.295 / -5.293 eV
* highest occupied orbital energy (alpha / beta): -11.1 / -11.1 eV

Here are the calculated strongest force on any atom numbers, same order: 3.17; 1.17; 5.72; 3.10; 10.22; 2.24; 5.70 (eV/Å).